C42H46CoGe2N3O2 as an isolated structure. Source: OMol25; level of theory: wB97M-V/def2-TZVPD.

Positions of all 96 atoms, in Å:
Co (-0.486, 0.388, 0.958)
O (-2.121, 0.316, 2.198)
C (-3.023, 1.205, 2.433)
C (-4.085, 0.905, 3.327)
C (-5.090, 1.806, 3.581)
C (-5.102, 3.071, 2.978)
C (-4.071, 3.395, 2.124)
C (-3.034, 2.496, 1.835)
C (-1.945, 2.972, 1.017)
N (-0.916, 2.299, 0.660)
N (0.087, 3.082, 0.080)
C (1.219, 2.439, 0.162)
O (1.373, 1.248, 0.599)
C (2.446, 3.174, -0.272)
C (3.683, 2.744, 0.196)
C (4.841, 3.403, -0.190)
C (4.772, 4.484, -1.058)
C (3.537, 4.908, -1.535)
C (2.377, 4.260, -1.140)
H (-4.077, -0.076, 3.786)
H (-5.890, 1.531, 4.261)
H (-5.893, 3.778, 3.186)
H (-4.043, 4.376, 1.659)
H (-1.955, 4.025, 0.736)
H (3.717, 1.887, 0.858)
H (5.801, 3.068, 0.184)
H (5.677, 4.992, -1.367)
H (3.479, 5.747, -2.218)
H (1.407, 4.582, -1.494)
C (-4.449, -2.130, -0.532)
C (-3.722, -1.051, 0.269)
Ge (-2.181, -0.243, -0.695)
C (-2.878, 1.322, -1.690)
C (-4.064, 0.938, -2.576)
C (-1.770, -1.567, -2.073)
C (-0.501, -1.969, -2.171)
Ge (0.645, -0.788, -1.025)
C (1.248, 0.566, -2.346)
C (1.699, 0.038, -3.707)
C (2.284, -1.511, -0.157)
C (3.480, -2.006, -0.972)
C (-0.056, -2.987, -3.164)
C (-0.956, -3.682, -3.982)
C (-0.518, -4.624, -4.897)
C (0.837, -4.906, -5.027)
C (1.743, -4.227, -4.229)
C (1.295, -3.284, -3.314)
H (-5.324, -2.501, 0.009)
H (-3.796, -2.985, -0.722)
H (-4.795, -1.772, -1.505)
H (-3.359, -1.456, 1.211)
H (-4.404, -0.238, 0.535)
H (-2.060, 1.728, -2.292)
H (-3.177, 2.101, -0.992)
H (-3.803, 0.154, -3.290)
H (-4.430, 1.793, -3.153)
H (-4.902, 0.571, -1.978)
H (-2.542, -1.960, -2.734)
H (2.045, 1.141, -1.881)
H (0.410, 1.256, -2.494)
H (2.578, -0.605, -3.631)
H (1.963, 0.866, -4.372)
H (0.918, -0.542, -4.203)
H (2.005, -2.263, 0.577)
H (2.593, -0.632, 0.410)
H (3.315, -2.996, -1.399)
H (4.355, -2.091, -0.321)
H (3.755, -1.326, -1.783)
H (-2.017, -3.490, -3.901)
H (-1.242, -5.145, -5.513)
H (1.177, -5.644, -5.743)
H (2.804, -4.425, -4.317)
H (2.015, -2.750, -2.714)
N (0.117, 1.320, 3.089)
C (1.446, 1.003, 3.304)
C (2.394, 1.990, 3.569)
C (3.736, 1.663, 3.688)
C (4.150, 0.346, 3.550)
C (3.200, -0.635, 3.289)
C (1.851, -0.333, 3.160)
C (0.867, -1.412, 2.862)
C (0.926, -2.564, 3.652)
C (0.162, -3.683, 3.363)
C (-0.659, -3.649, 2.246)
C (-0.737, -2.494, 1.481)
C (-0.015, -1.326, 1.769)
H (-0.181, 2.264, 3.269)
H (-0.588, 0.614, 3.248)
H (2.071, 3.021, 3.655)
H (4.459, 2.447, 3.878)
H (5.197, 0.085, 3.634)
H (3.509, -1.666, 3.158)
H (1.597, -2.570, 4.504)
H (0.219, -4.563, 3.992)
H (-1.246, -4.518, 1.969)
H (-1.377, -2.525, 0.609)

**Net charge**: -1
**HOMO-LUMO gap (alpha / beta)**: 7.28 / 7.44 eV
**Multiplicity**: 2
**Largest force on an atom**: 0.6 eV Å⁻¹
**M**: 829.00 g/mol

---

C10H16N8Na as an isolated structure. Source: OMol25; level of theory: wB97M-V/def2-TZVPD.

Positions of all 35 atoms, in Å:
Na (-0.837, -0.665, 0.060)
N (2.150, -2.498, -0.207)
C (2.417, -1.181, -0.139)
N (3.690, -0.832, -0.038)
C (3.919, 0.479, 0.037)
N (5.177, 0.908, 0.090)
N (2.945, 1.405, 0.046)
C (1.712, 0.951, -0.039)
N (1.371, -0.335, -0.148)
C (0.657, 1.976, -0.022)
C (1.032, 3.319, -0.050)
C (0.048, 4.291, -0.024)
C (-1.276, 3.887, 0.030)
C (-1.548, 2.528, 0.057)
N (-0.616, 1.587, 0.030)
H (2.951, -3.101, -0.289)
H (1.284, -2.781, -0.632)
H (5.929, 0.243, 0.071)
H (5.351, 1.895, 0.157)
H (2.080, 3.561, -0.088)
H (0.311, 5.338, -0.039)
H (-2.078, 4.608, 0.053)
H (-2.567, 2.171, 0.108)
N (-3.281, -0.688, 0.093)
C (-3.533, -2.060, -0.342)
C (-2.714, -3.042, 0.488)
N (-1.307, -3.013, 0.086)
H (-3.727, -0.561, 0.999)
H (-3.764, -0.055, -0.537)
H (-3.239, -2.142, -1.393)
H (-4.595, -2.332, -0.259)
H (-3.146, -4.047, 0.382)
H (-2.778, -2.752, 1.541)
H (-1.238, -3.477, -0.818)
H (-0.778, -3.586, 0.736)

**Net charge**: +1
**HOMO-LUMO gap**: 9.48 eV
**Largest force on an atom**: 1.0 eV Å⁻¹
**M**: 271.28 g/mol

---

C2H3NOS2 as an isolated structure. Source: OMol25; level of theory: wB97M-V/def2-TZVPD.

Positions of all 9 atoms, in Å:
C (-1.402, -0.180, -0.727)
C (0.632, 0.389, 0.085)
N (-0.867, -1.083, -1.411)
O (-0.705, 0.664, -0.016)
S (0.806, -0.978, -1.281)
S (1.003, -0.438, 1.730)
H (-2.513, -0.058, -0.485)
H (1.259, 1.112, -0.332)
H (1.787, 0.571, 2.437)

**HOMO-LUMO gap**: 9.20 eV
**Largest force on an atom**: 3.7 eV Å⁻¹
**M**: 121.19 g/mol
**Energy relative to the best compared isomer or geometry (same formula, charge and spin)**: 1.890 eV

---

C4H10N4 as an isolated structure. Source: OMol25; level of theory: wB97M-V/def2-TZVPD.

Positions of all 18 atoms, in Å:
C (0.920, -1.130, -1.626)
C (-1.921, -0.898, 1.383)
N (-0.626, -0.276, 1.569)
C (0.702, 0.923, -0.341)
N (1.660, 1.622, -1.008)
C (-0.421, 1.072, 1.345)
N (-0.328, 1.668, 0.165)
N (0.627, -0.424, -0.400)
H (0.182, -0.872, 1.392)
H (2.174, 1.210, -1.771)
H (1.448, 2.609, -1.081)
H (-0.686, 1.682, 2.221)
H (0.115, -1.016, -2.360)
H (1.860, -0.808, -2.085)
H (1.053, -2.192, -1.397)
H (-1.794, -1.938, 1.068)
H (-2.473, -0.356, 0.612)
H (-2.492, -0.875, 2.314)

**HOMO-LUMO gap**: 7.46 eV
**Largest force on an atom**: 7.3 eV Å⁻¹
**M**: 114.15 g/mol
**Energy relative to the best compared isomer or geometry (same formula, charge and spin)**: 4.170 eV

---

An isolated molecule of C6H7BrN2O2S. Source: OMol25; level of theory: wB97M-V/def2-TZVPD.

Positions of all 19 atoms, in Å:
C (-0.713, 1.812, 0.701)
C (0.143, 1.439, -0.240)
C (-0.297, -0.889, 0.045)
C (1.062, 2.274, -1.116)
C (-1.792, 0.963, 1.310)
C (1.299, -3.021, -0.640)
N (-2.065, -0.301, 0.806)
N (0.419, 0.073, -0.430)
O (1.039, 3.487, -1.122)
O (1.867, 1.605, -1.933)
S (-0.177, -2.575, 0.256)
Br (-2.693, -1.508, 2.059)
H (-0.612, 2.841, 0.952)
H (-1.610, 1.203, 2.267)
H (-2.823, 1.484, 1.118)
H (2.181, -2.639, -0.090)
H (1.534, -2.816, -1.619)
H (1.303, -4.085, -0.661)
H (1.932, 0.651, -1.663)

**HOMO-LUMO gap**: 8.52 eV
**Largest force on an atom**: 5.2 eV Å⁻¹
**M**: 251.10 g/mol
**Energy relative to the best compared isomer or geometry (same formula, charge and spin)**: 4.081 eV

---

C22H18F8N8O2S2SbTi as an isolated structure. Source: OMol25; level of theory: wB97M-V/def2-TZVPD.

Positions of all 62 atoms, in Å:
Ti (0.278, 0.512, 0.343)
O (0.614, 0.783, 4.682)
C (0.592, -0.482, 4.997)
C (0.638, -0.811, 6.368)
C (0.644, -2.121, 6.730)
C (0.599, -3.164, 5.752)
C (0.535, -2.872, 4.424)
C (0.521, -1.527, 3.989)
C (0.443, -1.195, 2.600)
O (0.496, 0.064, 2.196)
N (0.319, -2.163, 1.716)
N (0.224, -1.665, 0.457)
C (0.376, -2.636, -0.456)
S (0.673, -4.254, 0.024)
C (0.568, -4.935, -1.654)
C (1.072, -3.881, -2.615)
S (0.346, -2.293, -2.129)
H (0.600, 0.886, 3.705)
H (0.681, -0.006, 7.088)
H (0.691, -2.390, 7.777)
H (0.619, -4.192, 6.085)
H (0.500, -3.659, 3.685)
H (-0.470, -5.206, -1.849)
H (1.183, -5.834, -1.682)
H (0.762, -4.082, -3.640)
H (2.156, -3.783, -2.580)
F (5.205, -1.910, -0.049)
C (4.488, -0.786, -0.084)
C (3.109, -0.882, 0.042)
C (2.346, 0.276, 0.011)
C (2.991, 1.517, -0.146)
C (4.378, 1.557, -0.241)
F (5.008, 2.730, -0.343)
C (5.152, 0.414, -0.223)
C (2.148, 2.716, -0.030)
C (2.480, 4.013, -0.392)
C (1.591, 5.038, -0.119)
C (0.385, 4.775, 0.517)
C (0.078, 3.468, 0.807)
N (0.930, 2.460, 0.520)
H (2.693, -1.870, 0.176)
H (6.229, 0.463, -0.301)
H (3.424, 4.214, -0.870)
H (1.844, 6.053, -0.397)
H (-0.314, 5.560, 0.765)
H (-0.865, 3.196, 1.261)
F (-0.413, 0.203, -1.290)
Sb (-3.091, 1.315, -0.573)
F (-1.658, 2.415, -1.119)
F (-3.451, 2.702, 0.637)
F (-4.882, 0.878, -0.223)
F (-1.765, 0.819, 0.889)
F (-3.430, 1.144, -2.392)
N (-3.982, -3.738, -2.023)
N (-3.617, -2.704, -1.180)
N (-3.317, -2.919, 0.090)
C (-2.940, -1.716, 0.474)
N (-2.995, -0.855, -0.551)
N (-3.454, -1.511, -1.612)
H (-4.480, -4.422, -1.461)
H (-4.569, -3.346, -2.755)
H (-2.633, -1.459, 1.472)

**Net charge**: +2
**HOMO-LUMO gap (alpha / beta)**: 7.07 / 4.77 eV
**Multiplicity**: 2
**Largest force on an atom**: 1.2 eV Å⁻¹
**M**: 812.18 g/mol
**Energy relative to the best compared isomer or geometry (same formula, charge and spin)**: 1.029 eV